[1]
{
  "formula": "C32H45N4O5PReS2",
  "method": "ωB97M-V/def2-TZVPD",
  "gap_ev": [6.55, 6.32],
  "e_homo_ev": [-13.7, -13.7],
  "lumo_ev": [-7.17, -7.42],
  "charge": 2,
  "spin_multiplicity": 2,
  "species": ["Re", "C", "C", "N", "C", "S", "N", "N", "C", "C", "C", "C", "C", "C", "C", "N", "H", "H", "H", "H", "H", "H", "H", "H", "H", "H", "H", "H", "H", "O", "S", "C", "C", "C", "C", "C", "C", "C", "C", "C", "C", "C", "C", "C", "C", "H", "H", "H", "H", "H", "H", "H", "H", "H", "H", "H", "H", "H", "H", "C", "C", "C", "C", "O", "P", "O", "O", "O", "C", "C", "C", "C", "H", "H", "H", "H", "H", "H", "H", "H", "H", "H", "H", "H", "H", "H", "H", "H", "H", "H"],
  "coordinates": [[0.2503, 0.6918, -0.9821], [3.8669, 5.4492, -2.1402], [4.0354, 4.4949, -0.9622], [3.7980, 3.0912, -1.3176], [2.5938, 2.5867, -1.5185], [2.4699, 0.8267, -1.8286], [1.5229, 3.3275, -1.4866], [0.3702, 2.6529, -1.6132], [-0.7023, 3.2375, -2.0615], [-0.7850, 4.6864, -2.3664], [-1.8015, 2.3132, -2.2872], [-3.0829, 2.6821, -2.6538], [-4.0498, 1.7013, -2.8241], [-3.7028, 0.3702, -2.6338], [-2.4025, 0.0615, -2.2891], [-1.4631, 1.0062, -2.1231], [4.0357, 6.4710, -1.8032], [2.8611, 5.3828, -2.5483], [4.5839, 5.2193, -2.9278], [3.3392, 4.7549, -0.1640], [5.0492, 4.5600, -0.5737], [4.5914, 2.4877, -1.4590], [0.1853, 5.1546, -2.2392], [-1.4979, 5.1642, -1.6895], [-1.1429, 4.8412, -3.3853], [-3.3207, 3.7272, -2.7926], [-5.0610, 1.9711, -3.0965], [-4.4236, -0.4263, -2.7480], [-2.0960, -0.9664, -2.1429], [0.1040, -1.5149, -1.3459], [0.3650, -2.3414, -2.6100], [2.1335, -2.8510, -2.5350], [2.4764, -3.6323, -1.3076], [2.7317, -4.9987, -1.4002], [3.0467, -5.7304, -0.2665], [3.0909, -5.1070, 0.9725], [2.8320, -3.7463, 1.0724], [2.5301, -3.0086, -0.0607], [-0.4608, -3.9096, -2.1903], [-1.9355, -3.6263, -2.1478], [-2.6134, -3.6316, -0.9337], [-3.9667, -3.3290, -0.8859], [-4.6492, -3.0091, -2.0511], [-3.9772, -2.9959, -3.2673], [-2.6260, -3.3015, -3.3159], [2.6793, -1.9094, -2.6043], [2.2886, -3.4243, -3.4506], [2.7053, -5.4886, -2.3672], [3.2621, -6.7870, -0.3515], [3.3312, -5.6798, 1.8580], [2.8701, -3.2581, 2.0377], [2.3325, -1.9482, 0.0213], [-0.0696, -4.2350, -1.2277], [-0.1833, -4.6136, -2.9773], [-2.0826, -3.8983, -0.0270], [-4.4919, -3.3542, 0.0599], [-5.7081, -2.7890, -2.0127], [-4.5105, -2.7633, -4.1803], [-2.1086, -3.3130, -4.2693], [1.5004, 3.0131, 4.5111], [1.6625, 1.7827, 3.6339], [2.9965, 1.8250, 2.8966], [1.5281, 0.5143, 4.4674], [0.5526, 1.8895, 2.6433], [0.0044, 0.8038, 1.6705], [1.1229, 0.1730, 0.8146], [-0.8993, 1.4933, 0.6342], [-0.7283, -0.3535, 2.4222], [-2.1320, -0.3210, 2.9168], [-3.0495, -0.6777, 1.7515], [-2.1756, -1.3981, 3.9890], [-2.4923, 1.0376, 3.5097], [2.2560, 2.9962, 5.2950], [0.5157, 3.0231, 4.9789], [1.6209, 3.9259, 3.9283], [3.8085, 1.7460, 3.6180], [3.1000, 2.7664, 2.3543], [3.0795, 1.0024, 2.1896], [2.2923, 0.5010, 5.2419], [1.6396, -0.3779, 3.8504], [0.5504, 0.4858, 4.9492], [-2.7146, -1.6032, 1.2794], [-3.0519, 0.1185, 1.0067], [-4.0666, -0.8148, 2.1163], [-1.7996, -2.3414, 3.5930], [-3.2018, -1.5409, 4.3246], [-1.5679, -1.1117, 4.8470], [-2.4858, 1.8180, 2.7486], [-1.7919, 1.3129, 4.2984], [-3.4903, 0.9866, 3.9414]],
  "lowdin_spin": [0.724, 0.001, 0.000, 0.005, 0.000, 0.062, -0.004, -0.021, 0.058, 0.008, 0.014, 0.015, 0.025, 0.007, 0.028, 0.004, 0.000, 0.000, 0.000, 0.000, 0.000, -0.001, 0.000, 0.004, 0.002, 0.001, 0.001, 0.000, 0.000, 0.001, 0.001, 0.000, 0.000, 0.000, 0.000, 0.000, 0.000, 0.000, 0.001, 0.000, 0.000, 0.000, 0.000, 0.000, 0.000, 0.000, 0.000, 0.000, 0.000, 0.000, 0.000, 0.000, 0.000, 0.000, 0.000, 0.000, 0.000, 0.000, 0.000, 0.000, 0.000, 0.001, 0.000, 0.000, 0.000, 0.071, -0.011, -0.001, 0.000, 0.000, 0.000, 0.000, 0.000, 0.000, 0.000, 0.000, 0.000, 0.001, 0.000, 0.000, 0.000, 0.000, 0.000, 0.000, 0.000, 0.000, 0.000, 0.000, 0.000, 0.000]
}

***

[2]
{
  "formula": "C32H45N6O4ReS2SeSi",
  "method": "ωB97M-V/def2-TZVPD",
  "gap_ev": [6.10, 6.74],
  "e_homo_ev": [-3.8, -4.4],
  "e_above_lowest_kcal_mol": 0.0,
  "lumo_ev": [2.31, 2.30],
  "charge": -1,
  "spin_multiplicity": 4,
  "species": ["Re", "C", "C", "S", "C", "C", "S", "H", "H", "H", "H", "H", "H", "C", "N", "C", "C", "N", "C", "C", "C", "C", "C", "C", "N", "C", "N", "C", "C", "N", "C", "C", "N", "C", "C", "H", "H", "H", "H", "H", "H", "H", "H", "H", "H", "H", "H", "H", "H", "H", "H", "H", "H", "H", "H", "H", "H", "H", "H", "H", "H", "H", "H", "O", "Se", "O", "O", "O", "C", "C", "C", "C", "C", "C", "Si", "C", "C", "C", "C", "C", "C", "H", "H", "H", "H", "H", "H", "H", "H", "H", "H", "H"],
  "coordinates": [[0.1697, 0.1665, 0.2970], [2.0458, 0.0645, 4.4190], [1.9404, 0.0179, 2.9217], [0.6496, -1.0068, 2.2887], [2.7040, 0.7586, 2.1042], [3.7531, 1.7108, 2.6002], [2.4791, 0.7407, 0.3524], [1.5841, -0.8174, 4.8652], [1.5285, 0.9581, 4.7788], [3.0849, 0.1121, 4.7500], [4.2703, 1.3271, 3.4813], [3.2680, 2.6513, 2.8751], [4.4927, 1.9067, 1.8223], [-2.6548, 3.2311, -0.1581], [-1.5271, 3.5137, -1.0346], [-1.4341, 4.9017, -1.4434], [-0.5906, 2.6068, -1.3404], [-0.8363, 1.2825, -1.3104], [-2.1484, 0.8486, -1.5901], [-2.8920, 1.2944, -2.6692], [-4.1990, 0.8539, -2.8678], [-4.7586, -0.0506, -1.9819], [-4.0147, -0.5301, -0.9079], [-2.7060, -0.0970, -0.7087], [-1.8641, -0.5352, 0.2984], [-2.2969, -1.3809, 1.2798], [-2.9075, -0.8758, 2.3407], [-2.8733, 0.5596, 2.6307], [-3.6854, -1.6711, 3.2729], [-2.0685, -2.7113, 1.2160], [-1.5738, -3.4795, 2.3512], [-2.0418, -3.3749, -0.0782], [0.6307, 3.0473, -1.7101], [1.4339, 2.3030, -2.6583], [1.3292, 4.0988, -0.9829], [-2.7066, 4.0231, 0.5881], [-2.4914, 2.3028, 0.3755], [-3.5835, 3.1757, -0.7343], [-2.4232, 5.2237, -1.7789], [-0.7330, 5.0068, -2.2676], [-1.1219, 5.5247, -0.6026], [-2.4447, 2.0092, -3.3508], [-4.7689, 1.2177, -3.7130], [-5.7748, -0.3970, -2.1244], [-4.4530, -1.2465, -0.2201], [-2.1031, 1.0500, 2.0503], [-2.6360, 0.7041, 3.6832], [-3.8445, 1.0072, 2.4112], [-3.9898, -2.6078, 2.8128], [-4.5736, -1.0959, 3.5342], [-3.1293, -1.8771, 4.1891], [-1.3474, -2.8144, 3.1787], [-0.6360, -3.9535, 2.0543], [-2.2813, -4.2501, 2.6701], [-2.9998, -3.8648, -0.2752], [-1.2497, -4.1225, -0.0833], [-1.8372, -2.6578, -0.8635], [0.8109, 1.5978, -3.1982], [2.2396, 1.7561, -2.1698], [1.8766, 3.0097, -3.3665], [0.7602, 4.3963, -0.1025], [1.5265, 4.9607, -1.6295], [2.2805, 3.6879, -0.6382], [-0.2859, 4.5543, 1.6885], [-0.3592, 3.1593, 2.5286], [-1.8143, 2.9560, 3.2233], [-0.2613, 1.9411, 1.3312], [0.8782, 2.9651, 3.5528], [3.2357, -5.3460, 0.8073], [2.3209, -5.5295, -0.2181], [1.6945, -4.4278, -0.7910], [1.9534, -3.1267, -0.3536], [2.8752, -2.9670, 0.6867], [3.5138, -4.0602, 1.2546], [1.0614, -1.6691, -1.1827], [2.1936, -1.1300, -2.6136], [3.5761, -0.9781, -2.4794], [4.3630, -0.5552, -3.5426], [3.7836, -0.2776, -4.7737], [2.4146, -0.4413, -4.9361], [1.6369, -0.8684, -3.8679], [3.7298, -6.1993, 1.2571], [2.0980, -6.5279, -0.5771], [0.9914, -4.5829, -1.6038], [3.0855, -1.9742, 1.0636], [4.2241, -3.9080, 2.0588], [0.0426, -2.4019, -2.0072], [4.0432, -1.1828, -1.5231], [5.4321, -0.4385, -3.4087], [4.3960, 0.0561, -5.6029], [1.9533, -0.2377, -5.8956], [0.5673, -0.9928, -4.0084]],
  "lowdin_spin": [2.328, 0.003, 0.047, 0.120, 0.052, 0.005, 0.112, 0.000, 0.000, 0.002, 0.001, 0.001, 0.000, 0.001, 0.006, 0.001, 0.015, 0.036, 0.008, -0.001, 0.009, 0.000, 0.008, 0.004, 0.058, 0.009, -0.001, 0.000, 0.000, 0.002, 0.001, 0.000, 0.009, 0.001, 0.004, 0.000, 0.000, 0.000, 0.000, 0.000, 0.000, 0.000, 0.001, 0.000, 0.001, 0.000, 0.000, 0.000, 0.000, 0.000, 0.000, 0.000, 0.000, 0.000, 0.000, 0.000, 0.000, 0.000, 0.000, 0.000, 0.000, 0.001, 0.003, 0.000, 0.007, 0.007, 0.098, 0.006, -0.001, 0.000, -0.001, 0.001, 0.002, 0.001, 0.034, -0.001, -0.001, 0.000, -0.002, 0.000, -0.002, 0.000, 0.000, 0.000, 0.002, 0.000, 0.003, 0.001, 0.000, 0.000, 0.000, 0.000]
}

***

[3]
{
  "formula": "C32H46Br2O9P2SSb",
  "method": "ωB97M-V/def2-TZVPD",
  "gap_ev": 3.62,
  "e_homo_ev": -4.2,
  "lumo_ev": -0.57,
  "charge": -1,
  "species": ["C", "C", "C", "C", "C", "C", "C", "C", "C", "C", "Sb", "C", "C", "C", "C", "Br", "P", "O", "Br", "P", "O", "O", "S", "H", "H", "H", "H", "H", "H", "H", "H", "H", "H", "H", "H", "H", "H", "H", "H", "H", "H", "H", "H", "H", "H", "H", "H", "H", "H", "H", "H", "H", "H", "H", "H", "H", "H", "C", "C", "C", "O", "C", "C", "C", "O", "H", "H", "H", "H", "C", "C", "C", "O", "C", "C", "C", "O", "H", "H", "H", "H", "C", "C", "C", "O", "C", "C", "C", "O", "H", "H", "H", "H"],
  "coordinates": [[2.5645, -0.9485, 0.9807], [2.1262, 0.3326, 1.7956], [2.3255, 1.5505, 0.8398], [1.5033, 2.8415, 1.2080], [0.6497, 2.7355, 2.5040], [0.1040, 4.1513, 2.8886], [-0.9650, 4.6906, 1.8896], [-2.4395, 4.3443, 2.3317], [-3.3535, 4.5061, 1.0847], [-4.7665, 3.8422, 1.2102], [-4.6972, 1.8749, 0.2107], [-6.8917, 1.9949, -0.2335], [-5.2010, 0.7218, 2.0345], [-4.6695, 1.3098, 3.3788], [-4.8668, 0.1838, 4.4864], [-5.7148, 1.0173, 6.0876], [-4.3376, 3.0250, -2.0214], [-4.5606, 4.7284, -1.8405], [-2.1304, 2.6626, -2.5587], [-4.5440, -0.3467, -1.0606], [-2.9000, -0.7615, -1.2496], [-5.3333, -1.6331, -0.2993], [-5.2374, -0.1070, -2.8822], [1.8009, -1.0412, 0.1751], [3.5445, -0.7952, 0.4777], [2.4921, -1.8765, 1.5733], [1.0845, 0.1486, 2.0976], [2.8362, 0.3969, 2.6403], [3.4004, 1.8226, 0.8941], [2.1237, 1.2090, -0.1906], [2.2151, 3.6801, 1.3423], [0.8658, 3.0785, 0.3350], [-0.2293, 2.0900, 2.2742], [1.1666, 2.2610, 3.3548], [-0.2206, 4.1607, 3.9451], [0.9690, 4.8524, 2.8310], [-0.8286, 5.7782, 1.7349], [-0.8036, 4.2210, 0.8971], [-2.7063, 5.1110, 3.0829], [-2.3921, 3.3204, 2.7362], [-2.8232, 4.1827, 0.1679], [-3.5274, 5.6008, 0.9650], [-5.1752, 3.8447, 2.2357], [-5.4540, 4.4738, 0.6063], [-2.9578, 1.7277, 0.4760], [-7.2235, 2.9928, 0.1004], [-7.4515, 1.2028, 0.3028], [-7.0745, 1.8171, -1.3105], [-4.7141, -0.2788, 1.9217], [-6.2827, 0.5089, 2.1338], [-3.6029, 1.5824, 3.3680], [-5.3354, 2.1302, 3.6905], [-3.9330, -0.3405, 4.7335], [-5.6298, -0.5092, 4.0944], [-3.6807, 5.1180, -1.8418], [-2.3988, -0.0691, -0.7960], [-4.6448, -2.2187, 0.0330], [5.5123, -2.5654, -1.0454], [5.9720, -3.8152, -1.0605], [7.2739, -4.1585, -0.4478], [7.6974, -5.2966, -0.4617], [8.0439, -3.0638, 0.1837], [7.5830, -1.8141, 0.1987], [6.2805, -1.4699, -0.4147], [5.8581, -0.3324, -0.4008], [4.5630, -2.2929, -1.4889], [5.4223, -4.6287, -1.5164], [8.9929, -3.3360, 0.6277], [8.1318, -1.0003, 0.6552], [-5.2630, 2.0157, -6.1429], [-6.3016, 1.2342, -5.8477], [-7.4343, 1.0772, -6.7867], [-8.3845, 0.3683, -6.5231], [-7.3698, 1.8193, -8.0674], [-6.3322, 2.5996, -8.3619], [-5.1984, 2.7566, -7.4215], [-4.2525, 3.4684, -7.6959], [-4.4264, 2.1427, -5.4659], [-6.3589, 0.6868, -4.9150], [-8.2073, 1.6915, -8.7421], [-6.2679, 3.1501, -9.2924], [9.4436, -7.8073, 0.7093], [10.0952, -8.8440, 0.1828], [11.0664, -9.6257, 0.9791], [11.6621, -10.5692, 0.4999], [11.2871, -9.2147, 2.3842], [10.6370, -8.1790, 2.9118], [9.6648, -7.3964, 2.1148], [9.0724, -6.4539, 2.5980], [8.7303, -7.2231, 0.1417], [9.9467, -9.1597, -0.8419], [12.0007, -9.7992, 2.9509], [10.7862, -7.8637, 3.9368]],
  "lowdin_charge": [-0.125, -0.259, -0.201, -0.195, -0.220, -0.217, -0.210, -0.204, -0.333, -0.361, 0.914, -0.296, -0.384, -0.366, -0.571, 0.522, 0.325, -0.472, 0.099, 0.154, -0.354, -0.310, 0.193, 0.074, 0.043, 0.065, 0.097, 0.102, 0.106, 0.101, 0.103, 0.098, 0.106, 0.103, 0.104, 0.097, 0.109, 0.089, 0.112, 0.083, 0.035, 0.107, 0.047, 0.034, -0.057, -0.004, -0.002, -0.029, 0.037, 0.056, 0.082, 0.051, 0.058, 0.043, -0.003, -0.019, 0.037, 0.024, 0.026, -0.374, 0.089, 0.025, 0.026, -0.388, 0.103, 0.125, 0.123, 0.122, 0.122, 0.026, 0.002, -0.385, 0.100, 0.010, 0.010, -0.390, 0.094, 0.108, 0.006, 0.115, 0.115, 0.028, 0.022, -0.393, 0.099, 0.016, 0.018, -0.383, 0.106, 0.094, 0.122, 0.120, 0.120]
}

***

Going through the records in order, we get max |F| values of 1.9; 0.4; 3.1 eV Å⁻¹.
Going through the records in order, we get total energy values of -3057.27968; -5441.50249; -8393.19821 Eh.